# 1
Below is a molecular structure, C19H25ClIMnN4O at a distorted geometry, with properties calculated with ωB97M-V/def2-TZVPD.

The calculation puts the energy at -80051.4762 eV. Its spin multiplicity is 5. The frontier orbital gap (spin up / spin down) comes out at 2.0259 / 5.2413 eV. As for the expectation value of S²: 6.487. The net charge is -2.

```
52
C19H25ClIMnN4O (ωB97M-V/def2-TZVPD)
C 0.371 0.148 -6.784
I 1.277 1.095 -5.132
H -0.542 -0.342 -6.446
H 1.061 -0.594 -7.195
H 0.136 0.897 -7.547
C -1.197 3.721 0.777
C -2.206 3.313 -0.026
N -1.898 2.037 -0.444
C -0.726 1.624 0.117
N -0.281 2.691 0.844
H -1.057 4.676 1.257
H -3.117 3.809 -0.313
C 1.833 -3.515 0.475
C 0.777 -1.592 -0.075
N 1.706 -2.166 0.754
H 0.837 -4.696 -1.101
N 0.407 -2.591 -0.912
H 2.486 -4.172 1.027
Mn -0.400 -0.217 0.526
C 0.556 0.365 -0.952
O 1.359 0.803 -1.701
C 1.019 -3.779 -0.566
C -0.600 -2.538 -1.959
H -1.504 -3.085 -1.650
H -0.197 -3.032 -2.852
H -0.879 -1.509 -2.207
C 2.374 -1.543 1.888
H 3.434 -1.832 1.891
H 1.921 -1.865 2.840
H 2.295 -0.452 1.830
C 0.862 2.715 1.744
H 1.349 3.694 1.658
H 1.577 1.927 1.482
H 0.562 2.565 2.795
C -2.854 1.216 -1.171
H -2.366 0.364 -1.655
H -3.334 1.851 -1.925
H -3.635 0.819 -0.500
Cl -2.677 1.699 3.199
C -1.700 0.427 3.874
C -1.217 0.654 5.152
C -0.425 -0.305 5.793
C -0.097 -1.494 5.124
C -0.526 -1.674 3.817
C -1.345 -0.740 3.151
C -1.830 -0.960 1.757
H -1.477 1.599 5.625
H -0.081 -0.110 6.803
H 0.497 -2.245 5.626
H -0.197 -2.544 3.271
H -2.689 -0.353 1.458
H -1.945 -1.992 1.433
```

---

# 2
Below is a molecular structure, C39H34N6P2V at a distorted geometry, with properties calculated with ωB97M-V/def2-TZVPD.

The calculation puts the energy at -94178.4355 eV. Its spin multiplicity is 3. The frontier orbital gap (spin up / spin down) comes out at 6.4701 / 6.8378 eV. As for the expectation value of S²: 2.030. The net charge is +3.

```
82
C39H34N6P2V (ωB97M-V/def2-TZVPD)
V 1.042 0.040 0.004
N 0.375 0.037 4.327
C 0.168 0.013 3.036
N 1.133 0.069 2.133
C 2.470 0.164 2.578
N 3.446 0.255 1.719
N 2.933 0.242 0.433
C 3.714 0.387 -0.584
C 3.111 0.324 -1.922
C 3.871 0.459 -3.054
C 3.245 0.354 -4.296
C 1.889 0.115 -4.338
C 1.186 -0.005 -3.146
N 1.768 0.099 -1.949
C 2.743 0.169 3.999
C 4.040 0.240 4.518
C 4.229 0.254 5.881
C 3.131 0.203 6.745
C 1.844 0.134 6.253
C 1.666 0.114 4.880
H -0.421 -0.013 4.949
H -0.860 -0.062 2.705
H 4.783 0.514 -0.436
H 4.936 0.638 -2.972
H 3.820 0.455 -5.208
H 1.361 0.019 -5.277
H 0.122 -0.189 -3.153
H 4.878 0.285 3.837
H 5.229 0.307 6.289
H 3.289 0.218 7.815
H 0.995 0.096 6.925
C -2.530 -0.316 -2.127
N -1.484 -0.170 -1.089
P -0.715 -1.525 -0.356
C -1.901 -2.447 0.615
C -2.929 -1.804 1.302
C -3.829 -2.546 2.052
C -3.689 -3.926 2.137
C -2.643 -4.566 1.484
C -1.744 -3.833 0.724
C -0.091 -2.665 -1.588
C 1.256 -3.028 -1.485
C 1.805 -3.954 -2.358
C 1.005 -4.515 -3.347
C -0.340 -4.171 -3.448
C -0.896 -3.262 -2.561
P -0.921 1.327 -0.477
C -2.287 2.184 0.306
C -3.583 1.676 0.334
C -4.608 2.431 0.888
C -4.339 3.683 1.425
C -3.045 4.193 1.397
C -2.021 3.453 0.831
C -0.342 2.477 -1.730
C -1.069 2.848 -2.862
C -0.559 3.808 -3.722
C 0.657 4.423 -3.442
C 1.374 4.080 -2.303
C 0.876 3.103 -1.453
H -3.292 -1.016 -1.783
H -2.109 -0.686 -3.061
H -3.005 0.643 -2.312
H -3.028 -0.731 1.263
H -4.640 -2.048 2.568
H -4.397 -4.504 2.717
H -2.533 -5.641 1.558
H -0.940 -4.344 0.211
H 1.878 -2.617 -0.693
H 2.842 -4.249 -2.264
H 1.427 -5.241 -4.030
H -0.962 -4.632 -4.206
H -1.957 -3.042 -2.616
H -3.819 0.723 -0.117
H -5.620 2.047 0.886
H -5.141 4.271 1.851
H -2.840 5.175 1.804
H -1.022 3.871 0.790
H -2.036 2.409 -3.074
H -1.122 4.096 -4.601
H 1.038 5.189 -4.106
H 2.306 4.581 -2.074
H 1.431 2.854 -0.550
```

---

# 3
Below is 2 unconnected molecules or ions with the total composition C15H18O at a distorted geometry, with properties calculated with ωB97M-V/def2-TZVPD.

As for the structure (SMILES): CCc1ccc(O)cc1.Cc1ccccc1. The value obtained for the energy above the lowest of the compared OMol25 structures with the same formula, charge and spin is 46.73 kJ/mol. The calculation puts the energy at -17894.1877 eV. Its spin multiplicity is 1. The frontier orbital gap comes out at 9.2235 eV. The net charge is 0.

```
34
C15H18O (ωB97M-V/def2-TZVPD)
C 2.050 2.795 2.109
C 1.133 1.653 1.530
C 1.776 1.090 0.281
C 1.538 1.744 -0.926
C 2.208 1.399 -2.089
C 3.169 0.401 -2.016
O 4.022 0.261 -3.086
C 3.367 -0.302 -0.839
C 2.682 0.045 0.320
H 1.522 3.746 2.106
H 3.018 2.821 1.618
H 2.225 2.598 3.171
H 1.040 0.855 2.265
H 0.203 2.159 1.302
H 0.762 2.500 -0.924
H 2.062 1.993 -2.979
H 4.646 -0.445 -2.910
H 4.211 -0.987 -0.787
H 2.840 -0.445 1.277
C -5.540 -2.066 0.729
C -4.089 -1.660 0.640
C -3.663 -0.860 -0.419
C -2.366 -0.384 -0.453
C -1.444 -0.865 0.473
C -1.857 -1.652 1.533
C -3.175 -2.087 1.594
H -5.889 -2.360 -0.267
H -6.188 -1.306 1.157
H -5.661 -3.000 1.292
H -4.357 -0.645 -1.223
H -2.004 0.345 -1.174
H -0.425 -0.508 0.434
H -1.101 -2.028 2.208
H -3.497 -2.784 2.362
```

---

# 4
Below is C12H25N5O3 in the gas phase at a distorted geometry, with properties calculated with ωB97M-V/def2-TZVPD.

As for the structure (SMILES): [H]/N=C(/N)NCCC[C@H](NC(=O)[C@@H](N)[C@@H](C)CC)C(=O)O. The value obtained for the energy above the lowest of the compared OMol25 structures with the same formula, charge and spin is 415.49 kJ/mol. The calculation puts the energy at -26440.0623 eV. Its spin multiplicity is 1. The frontier orbital gap comes out at 9.5095 eV. The net charge is 0.

```
45
C12H25N5O3 (ωB97M-V/def2-TZVPD)
H 0.231 -5.074 1.150
N -0.555 -5.154 1.735
C -0.441 -4.319 2.716
N -1.630 -4.232 3.545
N 0.628 -3.494 3.108
C 1.764 -3.197 2.289
C 1.840 -2.646 0.838
C 0.761 -1.568 0.638
C 1.058 -0.826 -0.698
N 1.609 0.573 -0.639
C 0.951 1.650 -0.110
O 1.617 2.533 0.427
C -0.594 1.807 -0.387
N -1.357 2.393 0.770
C -0.988 2.733 -1.670
C -2.350 2.780 -1.986
C -0.410 4.063 -1.264
C 0.544 4.717 -2.325
C 0.017 -0.930 -1.811
O 0.037 -0.237 -2.810
O -0.910 -1.867 -1.622
H -2.267 -4.751 2.961
H -1.899 -3.191 3.652
H 0.464 -3.271 4.124
H 2.483 -4.244 2.247
H 2.366 -2.554 2.969
H 2.947 -2.355 0.588
H 1.628 -3.435 0.090
H 0.809 -0.954 1.622
H -0.250 -2.076 0.595
H 1.982 -1.213 -1.251
H 2.664 0.723 -0.661
H -1.146 0.917 -0.608
H -0.777 2.912 1.285
H -1.608 1.544 1.325
H -0.468 2.365 -2.538
H -2.730 1.840 -2.419
H -2.452 3.550 -2.815
H -3.136 3.061 -1.245
H 0.079 4.011 -0.269
H -1.347 4.676 -1.143
H 1.286 3.994 -2.856
H -0.224 4.937 -3.125
H 1.311 5.574 -2.032
H -1.537 -1.766 -2.392
```

---

# 5
Below is 18 unconnected molecules or ions with the total composition C11H53F3N5O19 at a distorted geometry, with properties calculated with ωB97M-V/def2-TZVPD.

The calculation puts the energy at -66767.4580 eV. Its spin multiplicity is 1. The frontier orbital gap comes out at 9.7242 eV. The net charge is +1.

```
91
C11H53F3N5O19 (ωB97M-V/def2-TZVPD)
C 2.787 -1.032 4.604
C 2.633 0.329 5.249
O 3.532 0.792 5.941
N 1.462 1.023 5.011
C 0.232 0.385 5.537
C -0.934 0.455 4.550
C -0.521 0.073 3.115
C -1.315 -1.110 2.467
N -0.353 -2.194 2.262
N -0.231 -3.229 3.114
C 0.751 -4.005 2.617
N 1.253 -3.486 1.532
C 0.561 -2.338 1.293
N 0.772 -1.503 0.289
C 1.826 -1.771 -0.672
C 1.406 -1.372 -2.101
O 0.140 -0.759 -2.175
C 1.416 -2.503 -3.126
F 0.227 -3.052 -3.317
F 2.303 -3.466 -2.864
F 1.790 -1.944 -4.328
H 2.194 -1.776 5.125
H 3.828 -1.315 4.582
H 2.460 -0.951 3.569
H 1.560 1.979 5.323
H -0.054 0.923 6.436
H 0.457 -0.644 5.794
H -1.278 1.487 4.542
H -1.723 -0.165 4.955
H -0.521 0.925 2.452
H 0.512 -0.253 3.183
H -2.158 -1.419 3.065
H -1.682 -0.749 1.514
H -0.770 -3.381 3.949
H 1.091 -4.933 3.035
H 0.198 -0.676 0.204
H 2.673 -1.146 -0.399
H 2.167 -2.794 -0.580
H 2.129 -0.648 -2.465
H 0.304 0.180 -2.278
O -0.071 0.319 -4.973
H 0.449 -0.487 -4.899
H -0.756 0.084 -5.619
O -3.800 -0.134 3.848
H -4.421 0.279 4.457
H -4.371 -0.599 3.224
O -2.506 3.562 5.048
H -3.328 3.902 5.415
H -1.923 4.328 5.031
O -0.507 3.213 -6.293
H 0.067 3.976 -6.176
H -0.119 2.534 -5.729
O -0.200 1.531 0.053
H -0.559 1.622 -0.835
H -0.197 2.431 0.396
O 3.213 3.042 3.839
H 3.784 3.815 3.905
H 3.631 2.404 4.431
O -1.348 -0.897 -7.350
H -1.396 -0.585 -8.262
H -0.804 -1.697 -7.393
O 4.567 -2.148 -5.527
H 5.239 -2.730 -5.155
H 3.861 -2.145 -4.875
O -6.081 0.894 2.663
H -6.909 1.220 3.038
H -5.506 1.668 2.651
O 0.880 -2.729 -6.993
H 1.328 -3.183 -6.277
H 1.581 -2.243 -7.446
O -6.106 2.957 0.874
H -6.076 3.141 -0.072
H -6.669 2.176 0.954
O -3.070 0.934 1.111
H -3.797 1.428 0.716
H -3.182 1.075 2.061
O 5.007 -1.816 -8.505
H 5.117 -0.862 -8.454
H 4.912 -2.097 -7.588
O 2.532 2.200 -4.185
H 3.332 1.669 -4.252
H 1.816 1.557 -4.122
O -0.060 1.140 -8.652
H -0.005 2.100 -8.603
H -0.180 0.870 -7.736
O -9.046 3.823 1.308
H -9.445 3.677 0.445
H -8.114 3.606 1.194
O 6.237 -0.902 6.439
H 6.471 -1.407 5.655
H 5.410 -0.459 6.215
```

---

# 6
Below is a gas-phase ion, C2H8NS2 (charge +1) at a distorted geometry, with properties calculated with ωB97M-V/def2-TZVPD.

As for the structure (SMILES): [NH3+]CCSS. The value obtained for the energy above the lowest of the compared OMol25 structures with the same formula, charge and spin is 43.76 kJ/mol. The calculation puts the energy at -25357.0827 eV. Its spin multiplicity is 1. The frontier orbital gap comes out at 8.0397 eV. The net charge is +1.

```
13
C2H8NS2 (ωB97M-V/def2-TZVPD)
N 0.205 1.464 1.142
C -0.570 0.834 -0.038
C -0.144 -0.629 -0.198
S -1.111 -1.556 -1.442
S 0.475 -2.654 -2.299
H 0.111 0.886 1.980
H 1.197 1.523 0.927
H -0.138 2.373 1.450
H -1.628 0.862 0.208
H -0.258 1.486 -0.851
H -0.166 -1.119 0.782
H 0.894 -0.665 -0.524
H 1.134 -2.805 -1.137
```

---

# 7
Below is a molecular structure, C47H37Br4N8O4PTi, with properties calculated with ωB97M-V/def2-TZVPD.

The value obtained for the energy above the lowest of the compared OMol25 structures with the same formula, charge and spin is 128.44 kJ/mol. The calculation puts the energy at -382028.7876 eV. Its spin multiplicity is 3. The frontier orbital gap (spin up / spin down) comes out at 5.5581 / 5.8284 eV. As for the expectation value of S²: 2.030. The net charge is -2.

```
102
C47H37Br4N8O4PTi (ωB97M-V/def2-TZVPD)
Ti 0.486 -0.070 -0.592
C 5.453 1.364 4.676
C 4.265 1.311 3.753
C 3.603 2.453 3.327
C 2.521 2.383 2.468
C 2.035 1.169 1.934
N 1.004 1.148 1.012
C 0.742 2.429 0.483
C 1.723 2.965 -0.510
C 1.559 4.419 -0.995
C 0.125 4.987 -0.851
C 0.094 6.505 -0.851
C -0.676 4.406 0.246
C -0.408 3.151 0.758
N -1.370 2.609 1.674
C -1.304 2.634 3.019
C -2.482 2.101 3.489
C -3.204 1.787 2.322
N -2.528 2.099 1.228
C 2.670 0.019 2.444
C 3.750 0.103 3.304
N 2.260 -1.303 2.100
C 3.064 -2.268 1.600
C 2.404 -3.461 1.743
C 1.184 -3.106 2.356
N 1.105 -1.807 2.582
H 5.812 2.389 4.784
H 5.213 0.991 5.677
H 6.281 0.762 4.295
H 3.939 3.428 3.668
H 2.042 3.306 2.166
H 2.736 2.701 -0.204
H 2.371 5.109 -0.762
H 0.726 6.900 -1.651
H -0.925 6.867 -1.018
H 0.453 6.914 0.099
H -1.600 4.889 0.546
H -0.420 2.995 3.517
H -2.764 1.935 4.515
H -4.174 1.326 2.230
H 4.192 -0.831 3.638
H 4.011 -2.009 1.156
H 2.719 -4.431 1.398
H 0.354 -3.743 2.622
Br -1.755 -6.592 -0.781
C -1.527 -4.782 -0.266
C -2.453 -4.149 0.546
Br -3.929 -5.106 1.255
C -2.321 -2.780 0.833
Br -3.414 -1.892 2.090
C -1.307 -2.030 0.250
O -1.150 -0.742 0.336
C -0.270 -2.718 -0.453
O 0.790 -1.996 -0.700
C -0.415 -4.064 -0.743
Br 0.986 -4.872 -1.726
N -1.903 1.078 -2.610
P -1.577 -0.581 -2.572
C -1.540 -1.073 -4.346
C -1.039 -2.335 -4.660
C -1.009 -2.775 -5.975
C -1.454 -1.944 -6.996
C -1.917 -0.671 -6.694
C -1.958 -0.239 -5.374
C -3.274 -1.157 -2.145
C -3.761 -2.384 -2.595
C -5.004 -2.846 -2.191
C -5.790 -2.080 -1.340
C -5.309 -0.865 -0.878
C -4.052 -0.413 -1.259
C -0.909 2.042 -2.372
C -1.217 3.357 -2.554
C -0.213 4.418 -2.323
C 1.233 3.914 -2.431
C 1.396 2.446 -1.962
N 0.290 1.506 -2.023
H -2.840 1.430 -2.718
H -0.639 -2.960 -3.868
H -0.617 -3.759 -6.204
H -1.425 -2.283 -8.025
H -2.243 -0.009 -7.489
H -2.299 0.763 -5.137
H -3.163 -2.994 -3.261
H -5.352 -3.812 -2.535
H -6.758 -2.444 -1.017
H -5.896 -0.277 -0.183
H -3.653 0.499 -0.826
H -2.231 3.618 -2.837
H -0.403 5.280 -2.972
H 1.797 4.200 -3.319
H 2.276 1.999 -2.419
O 1.492 -1.076 -3.389
C 2.478 -0.909 -2.699
C 3.848 -1.461 -3.091
C 4.766 -0.920 -2.011
C 3.825 -0.142 -1.087
O 4.239 0.473 -0.114
N 2.532 -0.225 -1.504
H 4.088 -1.124 -4.100
H 3.774 -2.549 -3.108
H 5.537 -0.240 -2.374
H 5.261 -1.691 -1.418
```

---

# 8
Below is a molecular structure, C6H5ClNO4S at a distorted geometry, with properties calculated with ωB97M-V/def2-TZVPD.

The calculation puts the energy at -39341.2915 eV. Its spin multiplicity is 1. The frontier orbital gap comes out at 8.4889 eV. The net charge is -1.

```
18
C6H5ClNO4S (ωB97M-V/def2-TZVPD)
C 3.034 -0.518 0.425
C 2.906 0.905 0.364
C 1.810 -1.064 0.061
C 1.613 1.195 0.044
C -1.407 0.480 -0.574
C -0.295 -0.165 -0.795
N 0.946 0.011 -0.195
O -2.717 -1.795 0.422
O -2.579 0.186 -0.981
O -4.743 -0.649 -0.367
O -3.310 0.346 1.371
S -3.412 -0.585 0.280
Cl -1.313 1.978 0.270
H 3.763 -1.211 0.652
H 3.593 1.709 0.550
H 1.271 -2.028 -0.068
H 1.284 2.232 0.005
H -0.445 -1.028 -1.467
```

---

What did the second record say?
Below is a molecular structure, C39H34N6P2V at a distorted geometry, with properties calculated with ωB97M-V/def2-TZVPD.

The calculation puts the energy at -94178.4355 eV. Its spin multiplicity is 3. The frontier orbital gap (spin up / spin down) comes out at 6.4701 / 6.8378 eV. As for the expectation value of S²: 2.030. The net charge is +3.

```
82
C39H34N6P2V (ωB97M-V/def2-TZVPD)
V 1.042 0.040 0.004
N 0.375 0.037 4.327
C 0.168 0.013 3.036
N 1.133 0.069 2.133
C 2.470 0.164 2.578
N 3.446 0.255 1.719
N 2.933 0.242 0.433
C 3.714 0.387 -0.584
C 3.111 0.324 -1.922
C 3.871 0.459 -3.054
C 3.245 0.354 -4.296
C 1.889 0.115 -4.338
C 1.186 -0.005 -3.146
N 1.768 0.099 -1.949
C 2.743 0.169 3.999
C 4.040 0.240 4.518
C 4.229 0.254 5.881
C 3.131 0.203 6.745
C 1.844 0.134 6.253
C 1.666 0.114 4.880
H -0.421 -0.013 4.949
H -0.860 -0.062 2.705
H 4.783 0.514 -0.436
H 4.936 0.638 -2.972
H 3.820 0.455 -5.208
H 1.361 0.019 -5.277
H 0.122 -0.189 -3.153
H 4.878 0.285 3.837
H 5.229 0.307 6.289
H 3.289 0.218 7.815
H 0.995 0.096 6.925
C -2.530 -0.316 -2.127
N -1.484 -0.170 -1.089
P -0.715 -1.525 -0.356
C -1.901 -2.447 0.615
C -2.929 -1.804 1.302
C -3.829 -2.546 2.052
C -3.689 -3.926 2.137
C -2.643 -4.566 1.484
C -1.744 -3.833 0.724
C -0.091 -2.665 -1.588
C 1.256 -3.028 -1.485
C 1.805 -3.954 -2.358
C 1.005 -4.515 -3.347
C -0.340 -4.171 -3.448
C -0.896 -3.262 -2.561
P -0.921 1.327 -0.477
C -2.287 2.184 0.306
C -3.583 1.676 0.334
C -4.608 2.431 0.888
C -4.339 3.683 1.425
C -3.045 4.193 1.397
C -2.021 3.453 0.831
C -0.342 2.477 -1.730
C -1.069 2.848 -2.862
C -0.559 3.808 -3.722
C 0.657 4.423 -3.442
C 1.374 4.080 -2.303
C 0.876 3.103 -1.453
H -3.292 -1.016 -1.783
H -2.109 -0.686 -3.061
H -3.005 0.643 -2.312
H -3.028 -0.731 1.263
H -4.640 -2.048 2.568
H -4.397 -4.504 2.717
H -2.533 -5.641 1.558
H -0.940 -4.344 0.211
H 1.878 -2.617 -0.693
H 2.842 -4.249 -2.264
H 1.427 -5.241 -4.030
H -0.962 -4.632 -4.206
H -1.957 -3.042 -2.616
H -3.819 0.723 -0.117
H -5.620 2.047 0.886
H -5.141 4.271 1.851
H -2.840 5.175 1.804
H -1.022 3.871 0.790
H -2.036 2.409 -3.074
H -1.122 4.096 -4.601
H 1.038 5.189 -4.106
H 2.306 4.581 -2.074
H 1.431 2.854 -0.550
```

---

Question: Among the records above, which one has the highest energy?
Answer: C15H18O